Record 1
Formula: C6H8OS
Source: the Open Molecules 2025 dataset
Level of theory: ωB97M-V with the def2-TZVPD basis set

LUMO level, eV: 0.55
Energy above the lowest of the compared OMol25 structures with the same formula, charge and spin, kcal per mole: 82.29
SMILES: C=C1C=CSCOC1

Structure (ORCA input):
```
! wB97M-V def2-TZVPD RIJCOSX def2/J DEFGRID3
* xyz 0 1
C -2.347 0.116 -0.182
C -1.067 0.189 -0.144
C -0.472 1.308 0.311
C 0.827 1.558 0.044
S 2.180 0.596 -0.525
C 1.914 -0.884 0.471
O 0.578 -1.357 0.444
C -0.179 -1.062 -0.705
H -3.147 0.747 0.267
H -2.938 -0.707 -0.622
H -1.178 2.075 0.739
H 1.351 2.502 0.402
H 2.779 -1.799 0.221
H 2.107 -0.545 1.589
H -0.906 -1.869 -0.871
H 0.498 -0.867 -1.440
*
```

Record 2
Formula: C16H54O19
Source: the Open Molecules 2025 dataset
Level of theory: ωB97M-V with the def2-TZVPD basis set

LUMO level, eV: -0.20
Energy above the lowest of the compared OMol25 structures with the same formula, charge and spin, kcal per mole: 46.70
SMILES: OCCO.OCCO.OCCO.OCCO.OCCO.OCCO.OCCO.OCCO.O.O.O

Structure (ORCA input):
```
! wB97M-V def2-TZVPD RIJCOSX def2/J DEFGRID3
* xyz 0 1
O -2.053 -1.160 5.155
C -1.824 0.128 4.576
C -1.111 1.132 5.485
O -2.054 1.684 6.405
H -1.197 -1.460 5.485
H -1.113 -0.010 3.750
H -2.815 0.471 4.292
H -0.740 1.955 4.866
H -0.270 0.660 6.006
H -1.615 2.367 6.920
O 2.207 -2.131 -2.118
C 1.744 -3.458 -2.458
C 1.028 -4.159 -1.322
O 0.819 -5.519 -1.702
H 1.372 -1.625 -2.096
H 0.989 -3.294 -3.238
H 2.548 -3.997 -2.957
H 0.050 -3.682 -1.206
H 1.561 -4.108 -0.366
H 0.142 -5.853 -1.106
O 3.699 3.414 -2.907
C 2.567 3.599 -2.101
C 2.796 3.653 -0.622
O 3.144 2.360 -0.138
H 3.672 2.536 -3.302
H 2.057 4.540 -2.349
H 1.816 2.837 -2.344
H 1.961 4.134 -0.101
H 3.620 4.339 -0.383
H 3.230 2.384 0.820
O 1.187 -1.059 -4.932
C 2.114 -0.279 -5.661
C 3.416 -0.161 -4.839
O 3.211 0.435 -3.572
H 1.659 -1.854 -4.658
H 2.440 -0.731 -6.603
H 1.806 0.762 -5.750
H 4.191 0.380 -5.381
H 3.792 -1.172 -4.618
H 2.711 -0.159 -2.996
O -3.878 1.949 2.560
C -4.666 2.922 3.224
C -5.714 2.205 4.039
O -6.566 1.446 3.167
H -3.051 2.368 2.302
H -4.088 3.556 3.903
H -5.166 3.544 2.478
H -6.428 2.796 4.611
H -5.175 1.564 4.747
H -6.216 0.558 3.067
O -3.431 -1.489 -0.447
C -3.462 -1.856 0.922
C -2.283 -2.668 1.363
O -0.998 -2.043 1.209
H -4.191 -0.909 -0.564
H -3.508 -0.973 1.576
H -4.352 -2.424 1.211
H -2.255 -3.634 0.844
H -2.385 -2.890 2.428
H -0.419 -2.268 1.939
O -0.081 -0.817 -1.158
C 0.671 0.323 -0.673
C -0.258 1.328 -0.057
O -0.847 0.896 1.175
H -0.532 -1.195 -0.376
H 1.492 -0.084 -0.070
H 1.245 0.685 -1.529
H -1.038 1.643 -0.759
H 0.286 2.225 0.260
H -1.126 -0.019 1.024
O 5.689 -0.415 1.132
C 5.076 -0.271 -0.151
C 5.310 -1.568 -0.945
O 4.592 -2.686 -0.456
H 4.981 -0.225 1.755
H 3.991 -0.146 -0.108
H 5.577 0.533 -0.700
H 6.383 -1.753 -0.953
H 4.980 -1.393 -1.976
H 3.656 -2.535 -0.641
O -3.062 1.898 -2.572
H -3.650 1.314 -2.082
H -2.399 1.310 -2.955
O -2.577 3.884 0.989
H -2.599 4.526 0.272
H -2.194 3.091 0.589
O -2.517 -3.750 -1.863
H -2.313 -2.999 -1.293
H -3.262 -3.449 -2.390
*
```

Record 3
Formula: CH5OS
Source: the Open Molecules 2025 dataset
Level of theory: ωB97M-V with the def2-TZVPD basis set

LUMO level, eV: 4.45
Energy above the lowest of the compared OMol25 structures with the same formula, charge and spin, kcal per mole: 4.69

Structure (ORCA input):
```
! wB97M-V def2-TZVPD RIJCOSX def2/J DEFGRID3
* xyz -1 1
C -0.001 -0.141 1.356
S -0.739 0.951 0.074
H -0.656 -0.064 2.223
H 0.194 -1.172 1.081
H 0.923 0.373 1.644
H 1.628 -0.671 -1.236
H 0.271 -1.223 -1.608
O 1.216 -1.477 -1.591
*
```

Record 4
Formula: C4H9NO
Source: the Open Molecules 2025 dataset
Level of theory: ωB97M-V with the def2-TZVPD basis set

LUMO level, eV: 0.87
Energy above the lowest of the compared OMol25 structures with the same formula, charge and spin, kcal per mole: 42.05
SMILES: CC#N.COC

Structure (ORCA input):
```
! wB97M-V def2-TZVPD RIJCOSX def2/J DEFGRID3
* xyz 0 1
C -1.683 -0.725 1.337
C -0.683 0.234 1.795
N 0.091 1.000 2.186
H -2.622 -0.210 1.120
H -1.325 -1.194 0.421
H -1.871 -1.479 2.105
C 1.202 -0.852 -0.872
O 0.105 -0.002 -1.099
C 0.507 1.352 -1.128
H 1.961 -0.737 -1.662
H 0.837 -1.883 -0.880
H 1.673 -0.642 0.101
H 1.234 1.521 -1.937
H -0.382 1.961 -1.315
H 0.957 1.657 -0.172
*
```

Record 5
Formula: C3H5N3O
Source: the Open Molecules 2025 dataset
Level of theory: ωB97M-V with the def2-TZVPD basis set

LUMO level, eV: 0.56
Energy above the lowest of the compared OMol25 structures with the same formula, charge and spin, kcal per mole: 54.12
SMILES: Cn1cc(O)nn1

Structure (ORCA input):
```
! wB97M-V def2-TZVPD RIJCOSX def2/J DEFGRID3
* xyz 0 1
C 0.441 2.406 0.051
N 0.219 0.983 -0.044
C -0.737 0.203 0.494
C -0.405 -1.044 0.131
O -1.027 -2.190 0.420
N 0.743 -1.046 -0.582
N 1.121 0.237 -0.717
H -0.476 2.846 0.515
H 0.561 2.842 -0.936
H 1.343 2.581 0.731
H -1.591 0.565 1.077
H -1.995 -1.923 0.596
*
```

Record 6
Formula: C6H11O2
Source: the Open Molecules 2025 dataset
Level of theory: ωB97M-V with the def2-TZVPD basis set

LUMO level, eV: -6.21
Energy above the lowest of the compared OMol25 structures with the same formula, charge and spin, kcal per mole: 70.16

Structure (ORCA input):
```
! wB97M-V def2-TZVPD RIJCOSX def2/J DEFGRID3
* xyz 1 1
C 4.062 -0.022 -0.998
C 0.608 2.366 -0.082
C 0.419 1.235 0.400
C -2.495 -0.763 1.746
C -0.122 0.033 0.878
C -1.771 0.172 0.796
O -2.202 -0.124 -0.502
O 2.939 -0.456 -0.866
H 4.944 -0.674 -1.273
H 4.257 1.057 -0.784
H 1.689 2.724 -0.358
H 0.093 3.263 -0.285
H -2.142 -0.632 2.901
H -3.504 -0.514 1.706
H -2.219 -1.729 1.430
H 0.073 -0.038 1.902
H 0.056 -0.847 0.303
H -2.031 1.278 0.885
H -2.443 -1.088 -0.469
*
```

Record 7
Formula: C10H7BrF6N3O5S7SbZr
Source: the Open Molecules 2025 dataset
Level of theory: ωB97M-V with the def2-TZVPD basis set

LUMO level, eV: -1.19

Structure (ORCA input):
```
! wB97M-V def2-TZVPD RIJCOSX def2/J DEFGRID3
* xyz 0 1
Zr -0.491 0.638 -0.270
O 3.537 -2.936 -4.093
C 2.758 -2.249 -3.246
C 2.562 -2.618 -1.914
C 1.728 -1.844 -1.146
N 1.083 -0.759 -1.600
C 1.345 -0.379 -2.858
Br 0.652 1.267 -3.434
C 2.147 -1.098 -3.721
H 3.929 -3.702 -3.658
H 3.057 -3.479 -1.483
H 1.576 -2.084 -0.101
H 2.319 -0.760 -4.731
F -0.778 2.971 4.230
C -1.299 2.079 3.396
F -2.562 1.844 3.753
F -0.614 0.921 3.539
S -1.260 2.702 1.622
O -1.814 1.277 1.178
O -2.058 3.866 1.872
N 0.395 2.699 1.733
S 1.674 2.344 1.000
O 1.445 1.661 -0.318
O 2.748 3.268 1.013
C 2.226 0.846 1.923
F 3.406 0.411 1.513
F 2.233 1.003 3.225
F 1.302 -0.137 1.611
S -2.976 3.025 -3.785
Sb -3.276 2.074 -1.804
S -2.117 -0.107 -1.887
S -1.187 3.109 -0.667
S -4.937 1.944 -0.355
S -2.334 -3.707 0.721
C -3.000 -2.544 1.775
C -2.298 -1.392 1.699
N -1.209 -1.434 0.848
C -1.126 -2.616 0.281
H -3.873 -2.744 2.372
H -2.515 -0.484 2.232
H -0.395 -2.872 -0.467
*
```

Record 8
Formula: C36H45Cl5NPTi
Source: the Open Molecules 2025 dataset
Level of theory: ωB97M-V with the def2-TZVPD basis set

LUMO level (spin up / spin down), eV: 0.01 / -0.28

Structure (ORCA input):
```
! wB97M-V def2-TZVPD RIJCOSX def2/J DEFGRID3
* xyz 0 3
Ti -0.523 -0.961 0.898
Cl -1.555 -3.455 1.142
C -0.783 -3.104 2.667
C -0.114 -1.884 2.702
C 0.438 -1.592 3.953
Cl 1.256 -0.089 4.158
C 0.350 -2.445 5.051
Cl 1.080 -2.016 6.549
C -0.332 -3.654 4.938
Cl -0.473 -4.709 6.287
C -0.913 -3.990 3.721
Cl -1.771 -5.471 3.532
C 3.878 3.096 3.565
C 4.183 2.106 2.443
C 4.961 2.811 1.318
C 2.957 1.474 1.831
C 3.098 0.279 1.108
C 2.123 -0.193 0.268
C 2.369 -1.407 -0.601
C 1.520 -2.576 -0.083
C 3.827 -1.843 -0.721
C 0.858 0.513 0.124
C 0.646 1.581 1.086
C 1.703 2.054 1.853
C -0.652 2.376 1.115
C -0.494 3.736 0.419
C -1.150 2.585 2.551
C 0.418 0.989 -1.265
C 1.308 1.913 -1.827
C 0.965 2.682 -2.923
C -0.320 2.588 -3.441
C -1.186 1.634 -2.942
C -0.817 0.776 -1.901
P -1.729 -0.778 -1.529
C -1.367 -1.775 -3.130
C -1.657 -1.109 -4.473
C -2.128 -3.101 -3.019
C 0.130 -2.097 -3.112
C -3.598 -0.405 -1.532
C -4.317 -0.291 -2.878
C -4.230 -1.563 -0.738
C -3.820 0.914 -0.784
H 4.810 3.474 3.986
H 3.307 2.620 4.364
H 3.314 3.952 3.191
H 4.809 1.306 2.850
H 4.324 3.564 0.849
H 5.274 2.104 0.549
H 5.848 3.306 1.718
H 4.042 -0.250 1.179
H 2.028 -1.153 -1.607
H 1.850 -2.873 0.912
H 1.593 -3.443 -0.740
H 0.466 -2.269 -0.047
H 4.210 -2.233 0.224
H 4.462 -1.018 -1.045
H 3.904 -2.636 -1.467
H 1.532 2.924 2.475
H -1.406 1.818 0.557
H 0.373 4.271 0.810
H -1.381 4.348 0.588
H -0.364 3.613 -0.657
H -0.480 3.248 3.104
H -1.219 1.646 3.090
H -2.142 3.038 2.539
H 2.273 2.047 -1.348
H 1.675 3.381 -3.345
H -0.631 3.241 -4.247
H -2.171 1.545 -3.380
H -2.688 -0.786 -4.593
H -1.448 -1.837 -5.262
H -1.000 -0.260 -4.642
H -3.207 -2.979 -3.081
H -1.899 -3.609 -2.078
H -1.826 -3.761 -3.837
H 0.722 -1.181 -3.124
H 0.391 -2.667 -4.008
H 0.394 -2.700 -2.244
H -4.253 -1.189 -3.487
H -3.968 0.562 -3.461
H -5.377 -0.126 -2.666
H -3.919 -2.541 -1.114
H -5.320 -1.511 -0.813
H -3.971 -1.507 0.315
H -3.494 1.772 -1.375
H -3.303 0.919 0.171
H -4.885 1.027 -0.566
N -3.168 -0.347 2.522
C -2.218 -0.453 1.865
*
```